A structure of composition C42H66FILaN2OP3SSi. Source: the OMol25 dataset; level of theory: the ωB97M-V functional and the def2-TZVPD basis.

net charge: -2
energy: -107914.368 eV
energy relative to the best compared isomer or geometry (same formula, charge and spin): 45.0 kcal per mole
frontier orbital gap: 0.180 Ha
2S+1: 1

Last column: Löwdin charge in e.
Geometry (Å):
La 0.83909 0.28418 -1.80668  1.381
C -3.27051 2.64897 1.47225  -0.128
C -3.62988 1.19031 1.21239  -0.560
C -4.91087 0.85728 2.01000  -0.116
P -2.16397 0.08213 1.24890  1.086
C -2.90465 -1.66266 1.41029  -0.519
C -3.93163 -1.87952 0.31361  -0.161
C -3.36953 -2.21298 2.75878  -0.106
C -1.36549 0.29087 2.89335  -0.378
C -1.88855 0.97910 3.97162  -0.129
C -1.13779 1.28842 5.09851  -0.094
C 0.18455 0.80580 5.19958  -0.094
C 0.65960 0.03786 4.15910  -0.159
C 0.00250 -0.20178 2.99050  -0.289
Si 1.00962 -0.79059 1.37896  0.638
C 2.76695 -0.32340 2.06994  -0.323
C 3.56160 -1.02730 2.94330  -0.141
C 4.82916 -0.65577 3.35586  -0.094
C 5.35553 0.50928 2.77611  -0.093
C 4.57438 1.28043 1.89772  -0.095
C 3.24784 0.90412 1.64349  -0.360
P 2.14056 2.00520 0.58412  1.005
C 3.41421 3.12091 -0.24600  -0.569
C 4.00781 4.25701 0.54109  -0.139
C 2.97150 3.55921 -1.62065  -0.126
C 1.32641 2.98193 2.00021  -0.511
C 2.22270 3.50294 3.14217  -0.103
C 0.39260 3.98389 1.32480  -0.133
C 0.91159 -2.69356 1.52380  -0.299
C 0.81219 -3.30714 2.79316  -0.108
C 0.56931 -4.65776 2.98364  -0.101
C 0.37665 -5.46426 1.88339  -0.095
C 0.51021 -4.90987 0.60897  -0.108
C 0.77344 -3.56547 0.40248  -0.382
P 1.04145 -2.89250 -1.28492  1.000
C 2.71431 -3.51642 -1.78282  -0.544
C 2.90829 -5.02670 -1.86092  -0.131
C 3.78558 -2.98750 -0.81240  -0.109
C -0.30472 -3.75655 -2.22868  -0.563
C -1.61613 -3.15179 -1.78064  -0.132
C -0.19430 -3.65580 -3.75722  -0.102
H -4.17128 3.18903 1.82174  0.081
H -2.95086 3.11725 0.54486  0.032
H -2.47801 2.75767 2.22524  0.054
H -3.84703 1.05427 0.12020  0.065
H -5.18077 -0.19165 2.21148  0.045
H -5.74541 1.37413 1.51072  0.079
H -4.82611 1.39326 2.95959  0.051
H -2.06844 -2.29204 1.11007  0.059
H -4.92446 -1.42573 0.52768  0.073
H -4.15552 -2.96377 0.22099  0.079
H -3.69679 -1.60213 -0.70495  -0.007
H -4.24450 -1.74939 3.14161  0.040
H -2.64379 -2.08553 3.55208  0.062
H -3.58816 -3.26784 2.72595  0.066
H -2.92166 1.27679 3.90453  0.079
H -1.61043 1.88886 5.90984  0.100
H 0.68877 0.90505 6.14776  0.088
H 1.70292 -0.26730 4.19174  0.080
H 3.20081 -2.00753 3.14756  0.079
H 5.42699 -1.25559 4.06739  0.098
H 6.39471 0.79354 3.01160  0.093
H 4.97662 2.16637 1.44287  0.066
H 4.22995 2.46839 -0.37375  0.067
H 3.27587 5.04559 0.78976  0.069
H 4.82732 4.75571 -0.02205  0.082
H 4.46226 3.92353 1.50634  0.061
H 2.06490 4.14405 -1.57100  0.066
H 2.78723 2.63592 -2.22000  0.010
H 3.77123 4.09526 -2.08623  0.068
H 0.73738 2.20550 2.43493  0.053
H 2.60260 4.54295 3.07582  0.070
H 3.05919 2.82272 3.29526  0.053
H 1.58989 3.45396 4.02917  0.061
H 0.89164 4.67689 0.61760  0.063
H -0.17975 4.59507 2.08871  0.091
H -0.37046 3.50823 0.72449  0.042
H 0.94651 -2.69510 3.69499  0.093
H 0.52154 -5.07638 3.97825  0.093
H 0.13895 -6.50607 1.92764  0.086
H 0.43085 -5.52839 -0.28434  0.090
H 2.77748 -3.01673 -2.76649  0.099
H 2.93752 -5.50017 -0.87662  0.066
H 3.87652 -5.30898 -2.28773  0.069
H 2.08435 -5.49431 -2.47316  0.077
H 3.57415 -3.37073 0.18591  0.074
H 3.76244 -1.89129 -0.78917  0.058
H 4.74331 -3.26650 -1.19003  0.064
H -0.27321 -4.78350 -1.98907  0.062
H -1.74638 -2.08117 -2.09652  0.066
H -1.62700 -3.15384 -0.67917  0.045
H -2.53145 -3.68072 -2.15773  0.104
H -0.12550 -2.65674 -4.14324  0.043
H -1.11887 -4.02898 -4.19160  0.077
H 0.62036 -4.19172 -4.24600  0.067
F 3.06913 0.44239 -1.22934  -0.718
I 2.68744 0.50461 -4.75273  -0.372
S -3.89642 0.17650 -2.89147  0.287
C -2.75490 2.85161 -1.79989  -0.157
N -2.44490 2.51722 -3.16745  -0.211
C -3.13256 3.22479 -4.22627  -0.216
C -2.16577 3.26099 -5.40172  -0.183
C -1.26142 2.02779 -5.40310  -0.231
N -2.09167 0.93746 -4.90405  -0.167
C -1.60734 -0.38564 -5.29880  -0.127
C -2.29556 1.09304 -3.38780  -0.908
O -1.27941 0.60453 -2.54173  -0.580
H -3.85924 2.89688 -1.71986  0.075
H -2.37438 3.83606 -1.55926  0.071
H -2.32858 2.10859 -1.14980  0.030
H -3.33095 4.23017 -3.87221  0.102
H -4.09253 2.74790 -4.45671  0.095
H -1.52837 4.14868 -5.36110  0.090
H -2.70770 3.33504 -6.40068  0.112
H -0.30788 2.15906 -4.82244  0.085
H -1.04529 1.77720 -6.47678  0.114
H -1.43645 -0.32192 -6.38910  0.080
H -2.39462 -1.11758 -5.05134  0.057
H -0.72059 -0.73608 -4.84310  0.005

***

A cluster of 11 separate species, C42H68Cl8O20 in total. Source: the OMol25 dataset; level of theory: the ωB97M-V functional and the def2-TZVPD basis.

energy: -185778.371 eV
SMILES string: O=C1C=C(O)C(=O)C=C1O.O=C1C=C(O)C(=O)C=C1O.O=C1C=C(O)C(=O)C=C1O.COCCOC.COCCOC.COCCOC.COCCOC.ClCCCl.ClCCCl.ClCCCl.ClCCCl
energy relative to the best compared isomer or geometry (same formula, charge and spin): 0.0 kcal per mole
frontier orbital gap: 0.275 Ha
2S+1: 1

Last column: Löwdin charge in e.
Geometry (Å):
O 2.61051 2.57717 1.51638  0.112
C 3.23270 2.65370 2.54941  -0.308
C 2.71233 3.16912 3.84632  0.079
C 3.33999 2.96754 5.01762  -0.229
O 2.86034 3.42735 6.18721  0.106
C 4.69169 2.33815 5.11639  -0.319
O 5.30575 2.23554 6.15608  0.131
C 5.29037 2.03460 3.82453  0.071
C 4.63527 2.15533 2.67617  -0.243
O 5.20019 1.74119 1.51695  0.090
H 1.84785 3.82109 3.83019  0.118
H 3.57451 3.25277 6.83250  0.120
H 6.31217 1.68352 3.74711  0.142
H 4.85516 2.24897 0.76961  0.122
O -1.40808 3.05937 8.99932  0.115
C -1.25875 2.66180 7.85511  -0.349
C -0.57626 1.46292 7.53149  0.054
C -0.14193 1.15248 6.28582  -0.207
O 0.48996 -0.02563 6.13519  0.089
C -0.39575 2.05643 5.07979  -0.314
O -0.07907 1.86479 3.93000  0.054
C -1.25835 3.20019 5.43170  0.066
C -1.64480 3.48871 6.67343  -0.227
O -2.37007 4.59982 6.94920  0.094
H -0.30543 0.83624 8.37204  0.140
H 0.53115 -0.19837 5.17095  0.074
H -1.45093 3.95442 4.67753  0.125
H -2.93473 4.38236 7.70573  0.121
O -6.75526 -2.00047 -2.50904  0.116
C -6.48063 -0.83670 -2.30958  -0.308
C -5.17595 -0.56807 -1.69945  0.064
C -4.70091 0.64477 -1.44742  -0.233
O -3.42303 0.83885 -1.07822  0.051
C -5.45797 1.89469 -1.81801  -0.314
O -4.98366 2.98416 -1.61842  0.135
C -6.78783 1.62534 -2.36158  0.079
C -7.29989 0.40519 -2.55572  -0.225
O -8.50746 0.21939 -3.10203  0.109
H -4.51643 -1.40929 -1.52350  0.129
H -3.20881 1.78690 -1.04842  0.112
H -7.44071 2.45801 -2.59589  0.140
H -8.64265 -0.70482 -3.35356  0.123
C -4.81260 -5.09309 -2.80674  -0.085
O -3.41439 -5.33099 -2.66264  -0.174
C -2.63803 -4.15236 -2.69121  -0.212
C -1.36022 -4.54354 -3.43305  -0.213
O -1.54822 -4.94750 -4.77614  -0.163
C -0.38289 -5.45780 -5.34017  -0.130
H -5.28080 -4.91965 -1.83566  0.085
H -5.22559 -5.95209 -3.33260  0.089
H -5.01291 -4.22041 -3.43262  0.078
H -2.41345 -3.68147 -1.72554  0.098
H -3.07192 -3.27642 -3.18881  0.122
H -0.78536 -5.33266 -2.93024  0.125
H -0.58950 -3.76268 -3.39938  0.082
H -0.33754 -5.25329 -6.41448  0.088
H -0.31006 -6.54562 -5.23543  0.093
H 0.52788 -4.96680 -4.97212  0.077
C 0.31966 -2.01941 3.43097  -0.065
O 1.24569 -0.91001 3.51010  -0.236
C 2.63767 -1.11493 3.45509  -0.163
C 3.05630 -1.30773 1.99060  -0.182
O 2.19016 -2.18660 1.30429  -0.219
C 2.80020 -3.03927 0.35564  -0.133
H -0.20406 -1.84750 2.49086  0.044
H -0.40166 -1.92087 4.24037  0.086
H 0.85336 -2.96237 3.35044  0.073
H 3.00296 -1.80897 4.21821  0.135
H 3.01547 -0.13056 3.75522  0.113
H 4.11808 -1.57537 1.95709  0.133
H 2.98514 -0.33585 1.49340  0.105
H 3.37879 -2.44591 -0.36160  0.087
H 1.92181 -3.46117 -0.12832  0.028
H 3.48093 -3.81886 0.71051  0.092
C 1.47229 1.91291 -3.86498  -0.089
O 2.45214 2.86138 -3.47283  -0.180
C 2.11746 3.76003 -2.42632  -0.179
C 1.01065 4.73979 -2.79991  -0.207
O -0.18482 4.13462 -3.26311  -0.198
C -1.18901 5.09327 -3.50955  -0.105
H 1.00484 1.55259 -2.94196  0.055
H 1.90133 1.08208 -4.41444  0.083
H 0.65339 2.37324 -4.41689  0.081
H 3.01460 4.28169 -2.11127  0.128
H 1.72665 3.09940 -1.64027  0.105
H 1.45346 5.48090 -3.47845  0.130
H 0.73133 5.34173 -1.92412  0.109
H -1.42399 5.83834 -2.73741  0.083
H -2.08520 4.46493 -3.52373  0.091
H -1.00906 5.64745 -4.43529  0.092
C 3.00860 -2.55876 -4.13192  -0.126
O 3.98096 -1.57139 -4.39668  -0.184
C 4.39981 -1.51986 -5.75548  -0.244
C 5.57095 -0.63571 -5.93730  -0.192
O 6.85138 -0.97819 -5.40233  -0.173
C 7.12175 -2.35964 -5.33176  -0.116
H 2.64887 -2.33246 -3.13024  0.027
H 3.51188 -3.53157 -4.15685  0.091
H 2.14130 -2.58471 -4.80089  0.084
H 3.56441 -1.19427 -6.38637  0.131
H 4.57376 -2.54438 -6.11525  0.118
H 5.33634 0.38959 -5.65677  0.133
H 5.79841 -0.66143 -7.01355  0.130
H 8.04232 -2.52591 -4.78092  0.089
H 7.21996 -2.78787 -6.33671  0.090
H 6.31428 -2.91574 -4.84736  0.076
Cl 0.16314 6.49342 2.59423  0.555
C 0.07808 5.12401 1.46128  -0.652
C -1.37147 4.69406 1.18051  -0.690
Cl -2.47829 6.02403 0.71401  0.523
H 0.62167 4.22544 1.75477  0.043
H 0.53402 5.38790 0.50632  0.054
H -1.80707 4.32839 2.10557  0.003
H -1.40871 3.94444 0.39890  0.024
Cl -3.95844 2.54727 2.59846  0.601
C -4.04234 0.78828 2.40902  -0.657
C -3.05271 -0.05224 3.21870  -0.629
Cl -3.41433 -0.06470 4.99338  0.557
H -4.00933 0.51864 1.35712  0.045
H -5.02764 0.53337 2.79900  0.060
H -2.02878 0.28909 3.12213  -0.008
H -3.22676 -1.11619 3.07794  0.011
Cl -0.89070 1.33418 1.08326  0.731
C 0.25217 0.55732 -0.03808  -0.573
C -0.43261 -0.67103 -0.60292  -0.629
Cl 0.43597 -1.41226 -1.98268  0.635
H 1.20319 0.37785 0.45889  0.054
H 0.53179 1.29173 -0.79227  0.043
H -1.41246 -0.42359 -1.00635  0.035
H -0.68261 -1.42549 0.14195  0.034
Cl -2.55265 -3.30632 1.47754  0.577
C -2.44793 -5.05429 1.01168  -0.617
C -1.34079 -5.78815 1.69327  -0.578
Cl 0.26161 -5.03284 1.24833  0.581
H -2.29140 -5.09008 -0.06518  0.043
H -3.40458 -5.55550 1.15807  0.085
H -1.24727 -6.80891 1.32693  0.074
H -1.31339 -5.82765 2.77818  0.070